Entry 1:
Computed, not measured: C4H5ClN2O in the gas phase, with ωB97M-V with the def2-TZVPD basis set.

Computed properties:
E   -21775.9798 eV
Molecular weight   132.55 Da
SMILES   C=NN/C=C(\Cl)C=O
Gap between HOMO and LUMO   8.788 eV
LUMO level   0.0 eV
Energy relative to the best compared isomer or geometry (same formula, charge and spin)   79.7 kcal/mol
2S+1   1

Atoms and positions in Å:
C (-0.94922, 0.08531, -0.19992)
C (-1.93911, 1.18216, 0.02242)
C (0.32462, 0.38429, 0.07276)
C (3.31544, 0.58101, -0.16595)
H (-3.01128, 0.74565, 0.08512)
H (0.84226, 1.34680, 0.09914)
H (0.88013, -1.66706, 0.28589)
H (4.40116, 0.55343, -0.02992)
H (3.01225, 1.72760, -0.29474)
N (1.24814, -0.64113, 0.22085)
N (2.61309, -0.46516, 0.04282)
O (-1.55891, 2.28050, 0.05577)
Cl (-1.48190, -1.56488, -0.04784)



Entry 2:
Computed, not measured: a molecular structure, C12H10ClNO8SeW, with ωB97M-V with the def2-TZVPD basis set.

Computed properties:
E   -110144.1867 eV
Molecular weight   594.46 Da
Gap between HOMO and LUMO   6.272 eV
LUMO level   -9.2 eV
Net charge   +2
Energy relative to the best compared isomer or geometry (same formula, charge and spin)   3.5 kcal/mol
2S+1   1

Atoms and positions in Å:
W (0.98501, 1.45284, 1.51288)
O (-1.04681, 4.65571, 2.29775)
Cl (-0.42383, 3.49267, 2.77300)
O (-0.87354, 2.24513, 1.91161)
O (1.03346, 3.39042, 2.21125)
O (1.03318, 0.65855, 2.97817)
C (1.10153, -3.82389, 0.44556)
C (-0.27258, -3.48866, 0.12990)
C (-0.75876, -2.21357, 0.11368)
C (0.09953, -1.16177, 0.48798)
C (1.35416, -1.54569, 1.20185)
C (1.92747, -2.88378, 0.91262)
N (-0.08442, 0.14555, 0.32352)
C (-0.95873, 0.53818, -0.77609)
C (-0.55369, 0.11024, -2.03893)
C (-1.31015, 0.44747, -3.14619)
C (-2.45411, 1.22269, -2.99227)
C (-2.84044, 1.65083, -1.73100)
C (-2.09545, 1.31197, -0.60913)
H (1.43338, -4.84532, 0.32390)
H (-0.93897, -4.29747, -0.14562)
H (-1.75215, -1.99326, -0.25315)
H (1.10351, -1.56587, 2.28014)
H (2.94347, -3.08157, 1.22950)
H (0.36237, -0.45960, -2.15015)
H (-1.00177, 0.11693, -4.12851)
H (-3.04515, 1.49075, -3.85720)
H (-3.73687, 2.24351, -1.61106)
H (-2.44044, 1.60871, 0.36808)
O (2.26786, -0.42991, 1.16827)
Se (3.28812, 1.52214, -0.14612)
O (3.03046, 1.78921, 1.50947)
O (1.72760, 2.00528, -0.47258)
O (2.89675, -0.30840, -0.12111)



Entry 3:
Computed, not measured: C25H33NO3S in the gas phase, with ωB97M-V with the def2-TZVPD basis set.

Computed properties:
E   -44929.1132 eV
Molecular weight   427.61 Da
SMILES   CCOC(=O)C1(Cc2ccccc2)CCN(Cc2ccc([C@H]3CCCCO3)s2)CC1
Gap between HOMO and LUMO   8.994 eV
LUMO level   0.8 eV
Energy relative to the best compared isomer or geometry (same formula, charge and spin)   3.2 kcal/mol
2S+1   1

Atoms and positions in Å:
C (-4.03265, -4.05553, 0.66801)
C (-3.71217, -3.02278, -0.39622)
H (-4.60605, -2.72996, -0.95856)
H (-2.97322, -3.40498, -1.10960)
O (-3.17398, -1.86495, 0.24383)
C (-3.04648, -0.77400, -0.51615)
O (-3.34840, -0.74722, -1.68086)
C (-2.51960, 0.41186, 0.28483)
C (-2.12654, 1.53982, -0.67498)
C (-0.88038, 1.16131, -1.48813)
N (0.25654, 0.77527, -0.67959)
C (-0.09921, -0.31262, 0.20695)
C (-1.29706, -0.00214, 1.11525)
H (-1.03962, 0.81383, 1.79447)
H (-1.53386, -0.87970, 1.71711)
H (0.77308, -0.56415, 0.81498)
H (-0.33802, -1.17659, -0.42150)
C (0.92944, 1.88380, -0.01969)
C (2.25917, 1.45308, 0.50199)
C (2.67453, 1.37044, 1.79467)
C (4.00037, 0.90031, 1.92222)
C (4.57933, 0.61916, 0.72462)
S (3.50009, 0.93819, -0.58935)
C (5.95119, 0.09819, 0.45443)
O (6.60669, 1.02107, -0.39838)
C (7.93014, 0.63806, -0.68372)
C (7.99585, -0.71724, -1.38743)
C (7.31562, -1.76820, -0.51352)
C (5.90133, -1.29882, -0.18398)
H (5.40853, -1.98993, 0.50168)
H (5.31002, -1.23406, -1.09980)
H (7.28348, -2.73049, -1.02758)
H (7.88362, -1.89739, 0.41197)
H (9.03704, -0.98125, -1.57643)
H (7.47421, -0.64497, -2.34343)
H (8.33275, 1.43115, -1.31746)
H (8.51524, 0.59705, 0.25019)
H (6.50226, 0.03488, 1.41129)
H (4.49933, 0.77493, 2.86694)
H (2.05959, 1.64284, 2.63481)
H (1.07154, 2.66527, -0.77261)
H (0.35451, 2.31714, 0.81594)
H (-0.58717, 1.99772, -2.12659)
H (-1.12528, 0.31429, -2.13416)
H (-2.94877, 1.73418, -1.36373)
H (-1.92887, 2.44726, -0.10007)
C (-3.66292, 0.85167, 1.23627)
C (-4.96610, 1.03995, 0.51315)
C (-5.86709, -0.01229, 0.40558)
C (-7.04828, 0.13585, -0.29794)
C (-7.34976, 1.34479, -0.90085)
C (-6.46889, 2.40553, -0.78434)
C (-5.28719, 2.25388, -0.08090)
H (-4.60976, 3.09050, 0.01254)
H (-6.70201, 3.35518, -1.24367)
H (-8.26998, 1.46088, -1.45404)
H (-7.73637, -0.69369, -0.37538)
H (-5.64268, -0.95506, 0.88425)
H (-3.77825, 0.08352, 2.00404)
H (-3.36521, 1.78389, 1.72205)
H (-3.13435, -4.31220, 1.22324)
H (-4.77050, -3.66513, 1.36420)
H (-4.42882, -4.95145, 0.19916)



Entry 4:
Computed, not measured: 7 unconnected molecules or ions with the total composition C28H35N7, with ωB97M-V with the def2-TZVPD basis set.

Computed properties:
E   -40030.1586 eV
Molecular weight   469.64 Da
SMILES   c1cc[nH]c1.c1cc[nH]c1.c1cc[nH]c1.c1cc[nH]c1.c1cc[nH]c1.c1cc[nH]c1.c1cc[nH]c1
Gap between HOMO and LUMO   8.543 eV
LUMO level   0.6 eV
Energy relative to the best compared isomer or geometry (same formula, charge and spin)   62.8 kcal/mol
2S+1   1

Atoms and positions in Å:
N (7.72417, 1.83425, 3.43491)
C (8.56639, 2.97270, 3.36466)
C (8.70949, 3.32775, 2.03126)
C (7.82940, 2.52983, 1.26156)
C (7.27864, 1.59235, 2.11344)
H (7.43656, 1.31599, 4.25271)
H (9.10809, 3.28462, 4.24538)
H (9.34929, 4.15496, 1.76148)
H (7.73183, 2.68427, 0.19712)
H (6.68866, 0.69700, 1.98438)
N (6.15021, 1.67604, -6.30261)
C (5.00149, 1.05071, -5.83936)
C (5.33208, -0.21510, -5.45745)
C (6.66557, -0.44813, -5.92167)
C (7.16033, 0.74401, -6.43787)
H (6.11762, 2.66281, -6.51550)
H (4.09477, 1.61492, -5.67835)
H (4.68595, -0.87729, -4.90029)
H (7.16801, -1.40355, -5.88790)
H (8.03957, 1.18977, -6.87906)
N (-4.10130, -0.17749, 10.41406)
C (-4.30718, 0.92406, 9.61514)
C (-4.20664, 0.49825, 8.26153)
C (-3.98923, -0.89198, 8.35868)
C (-3.80990, -1.30506, 9.66994)
H (-4.06292, -0.16327, 11.42323)
H (-4.33157, 1.90866, 10.05826)
H (-4.14403, 1.18201, 7.42789)
H (-3.77875, -1.50141, 7.49226)
H (-3.57983, -2.25136, 10.13683)
N (-0.04712, -5.05783, 4.24422)
C (0.52588, -5.22586, 5.52700)
C (1.06123, -6.47648, 5.52936)
C (0.66068, -7.13570, 4.29198)
C (0.02740, -6.19747, 3.48637)
H (-0.53355, -4.21836, 3.96355)
H (0.63176, -4.36350, 6.16850)
H (1.61554, -6.97622, 6.31001)
H (0.82627, -8.15844, 3.98702)
H (-0.38184, -6.25608, 2.48863)
N (-0.36867, -2.15538, -10.18882)
C (-1.62779, -2.15831, -10.72266)
C (-2.53683, -2.28059, -9.62062)
C (-1.78021, -2.49888, -8.49351)
C (-0.41212, -2.55543, -8.84497)
H (0.46892, -2.01300, -10.73496)
H (-1.64988, -2.03750, -11.79565)
H (-3.61433, -2.31682, -9.68444)
H (-2.15070, -2.70946, -7.50115)
H (0.50254, -2.76210, -8.30916)
N (-8.19642, 6.31306, -1.92677)
C (-8.51588, 6.56699, -0.60971)
C (-7.82356, 5.59733, 0.10041)
C (-7.18805, 4.74028, -0.82452)
C (-7.43482, 5.18256, -2.11150)
H (-8.46966, 6.98189, -2.63254)
H (-9.14815, 7.40468, -0.35495)
H (-7.80972, 5.48734, 1.17471)
H (-6.56180, 3.89658, -0.57475)
H (-7.06128, 4.86978, -3.07536)
N (-0.24928, 0.24508, 0.26439)
C (-0.78571, -0.70191, -0.57160)
C (-2.06267, -1.01477, -0.21090)
C (-2.32592, -0.27300, 0.96202)
C (-1.22240, 0.46348, 1.27401)
H (0.55435, 0.79143, -0.01090)
H (-0.28351, -0.94529, -1.49624)
H (-2.72672, -1.62168, -0.80848)
H (-3.23864, -0.18010, 1.53185)
H (-1.19421, 1.13952, 2.11578)



Result set for F_max: 5.1 0.7 0.5 3.1 eV/Å, one per record in the order listed.
Result set for HOMO: -8.77 -15.45 -8.21 -7.97 eV, one per record in the order listed.